The following is a DFT calculation (ωB97M-V/def2-TZVPD) of a structure of composition C53H147BaN10O18 at a distorted geometry.

Summary:
⟨S²⟩ = 0.75
Electronic energy = -4034.4606 Eh
2S+1 = 2

Last column: Löwdin charge in e.
Cartesian coordinates (Å):
Ba  -4.3065  -1.3515  0.9232  1.34
C  -2.0805  0.8263  -0.9552  -0.05
C  -0.7899  0.4073  -0.2183  -0.44
C  -0.2712  1.7235  0.3984  -0.15
C  0.8473  1.5391  1.4164  -0.15
C  0.2819  0.6401  2.5480  -0.16
C  -0.1125  -0.7303  2.0599  -0.49
N  -1.0582  -0.5513  0.9132  -0.12
O  -1.6271  -1.8182  0.3787  -0.44
C  -0.7568  -1.3564  3.2908  -0.04
C  1.2411  -1.4395  1.7373  -0.01
C  0.1960  -0.0874  -1.3218  -0.01
H  -2.5622  0.0069  -1.4888  0.05
H  -1.8835  1.5742  -1.7232  0.07
H  -2.8176  1.2728  -0.2878  0.06
H  -1.0635  2.2995  0.8764  0.11
H  0.1488  2.3832  -0.3608  0.10
H  1.1403  2.5070  1.8232  0.09
H  1.7108  1.1135  0.9051  0.09
H  -0.5745  1.2017  2.9214  0.11
H  1.0436  0.5889  3.3261  0.11
H  -1.6489  -0.8167  3.6083  0.07
H  -0.1026  -1.5679  4.1366  0.10
H  -1.1693  -2.3325  3.0356  0.06
H  1.8438  -0.9415  0.9777  0.05
H  1.0935  -2.4208  1.2864  0.06
H  1.8102  -1.6190  2.6495  0.08
H  0.3500  0.6829  -2.0774  0.05
H  -0.1654  -0.9770  -1.8376  0.06
H  1.2239  -0.2857  -1.0183  0.05
C  4.0658  -4.2226  3.1601  -0.20
O  3.6513  -5.2038  4.0338  -0.10
H  5.1337  -4.0102  3.2110  0.08
H  3.8511  -4.3742  2.1023  0.07
H  3.5825  -3.2757  3.4005  0.06
H  4.0585  -5.0588  4.8910  0.09
C  3.4056  1.2585  -2.2462  -0.15
O  4.6704  1.6026  -2.8820  -0.12
H  3.1992  0.1901  -2.3083  0.04
H  3.4253  1.4575  -1.1747  0.06
H  2.5838  1.8075  -2.7059  0.07
H  4.5747  2.3989  -3.4097  0.07
C  1.6715  5.2651  -0.1314  -0.17
O  1.0158  6.4735  -0.0960  -0.11
H  2.7292  5.3614  0.1138  0.08
H  1.2260  4.6743  0.6690  0.07
H  1.6354  4.7868  -1.1102  0.06
H  1.6485  7.0727  0.3068  0.09
C  5.3392  -0.5394  0.0291  -0.18
O  5.4436  -1.7528  0.6803  -0.14
H  5.6767  -0.4978  -1.0065  0.09
H  4.3085  -0.2334  0.2081  0.06
H  5.8957  0.2128  0.5882  0.06
H  5.0381  -2.4273  0.1306  0.00
C  0.3970  -5.0337  1.9186  -0.16
O  -0.8607  -4.5076  1.7298  -0.14
H  0.3379  -6.0940  2.1642  0.09
H  0.9577  -4.9171  0.9912  0.05
H  0.8578  -4.5634  2.7873  0.08
H  -0.7256  -3.6054  1.4309  0.02
C  -2.5195  4.9599  1.2558  -0.17
O  -3.0222  6.2532  1.0677  -0.11
H  -2.7349  4.2071  0.4976  0.06
H  -1.4500  4.9150  1.4615  0.08
H  -3.0319  4.5878  2.1429  0.06
H  -2.6769  6.7925  1.7830  0.09
C  7.9574  2.0967  5.7924  -0.07
C  8.1283  0.6335  5.6871  -0.44
C  7.2806  -0.1496  4.5942  -0.18
O  5.9076  -0.0593  4.8668  -0.18
C  5.0616  -0.6337  3.8910  -0.10
N  9.5387  0.3818  5.4339  0.03
H  7.9223  2.5636  4.8081  0.06
H  8.7260  2.6391  6.3430  0.08
H  7.0649  2.3237  6.3756  0.08
H  7.8271  0.2052  6.6431  0.13
H  7.6427  -1.1742  4.6784  0.11
H  7.5234  0.1148  3.5650  0.12
H  5.0541  -0.1978  2.8920  0.06
H  4.0591  -0.5486  4.3103  0.09
H  5.2443  -1.7033  3.7880  0.07
H  9.6503  -0.6084  5.5986  0.06
H  10.0226  0.7030  6.2602  0.07
C  2.4843  -2.9360  -1.7333  -0.02
C  3.4469  -4.1355  -1.4404  -0.36
C  3.3378  -5.2609  -2.5536  -0.19
O  2.0516  -5.8044  -2.6852  -0.20
C  1.6648  -6.5979  -1.5684  -0.08
N  4.8424  -3.6807  -1.2335  0.05
H  2.9746  -2.2079  -2.3796  0.07
H  2.2326  -2.3309  -0.8623  0.05
H  1.5399  -3.2622  -2.1688  0.06
H  3.1229  -4.5967  -0.5075  0.10
H  4.0824  -6.0376  -2.3794  0.12
H  3.5771  -4.7227  -3.4708  0.13
H  1.6318  -6.0352  -0.6355  0.06
H  2.2215  -7.5350  -1.5631  0.09
H  0.6985  -6.9731  -1.9055  0.08
H  5.4266  -4.4864  -1.0615  0.09
H  5.1994  -3.3154  -2.1049  0.09
C  -5.6076  0.1014  -7.8839  -0.07
C  -6.3407  1.2541  -7.2184  -0.43
C  -5.5060  2.0950  -6.2481  -0.19
O  -4.8600  1.2417  -5.3007  -0.21
C  -4.0162  1.9872  -4.4317  -0.10
N  -6.7822  2.1293  -8.3126  0.03
H  -6.0672  -0.2759  -8.7974  0.07
H  -5.4498  -0.7675  -7.2450  0.06
H  -4.5839  0.3818  -8.1318  0.08
H  -7.2146  0.8885  -6.6792  0.14
H  -6.1634  2.8289  -5.7819  0.13
H  -4.7461  2.6325  -6.8153  0.13
H  -4.6731  2.7179  -3.9599  0.08
H  -3.1206  2.4217  -4.8757  0.08
H  -3.7156  1.2950  -3.6452  0.07
H  -7.2230  1.5004  -8.9686  0.06
H  -5.8982  2.3295  -8.7581  0.06
C  -5.0913  -2.7005  -3.8199  -0.04
C  -4.7018  -1.9528  -2.5312  -0.43
C  -5.6610  -0.6729  -2.3407  -0.16
O  -5.0480  0.1731  -1.3436  -0.39
C  -5.7922  1.3985  -1.2371  -0.11
N  -4.7934  -2.8507  -1.4320  -0.06
H  -6.1434  -2.9595  -3.9390  0.08
H  -4.4529  -3.5610  -4.0202  0.07
H  -4.8282  -2.0314  -4.6391  0.06
H  -3.7507  -1.4360  -2.6597  0.11
H  -6.6767  -0.9858  -2.0990  0.12
H  -5.6676  -0.1462  -3.2950  0.11
H  -6.8197  1.2686  -0.8974  0.08
H  -5.8664  1.9973  -2.1448  0.08
H  -5.4163  2.0814  -0.4753  0.08
H  -5.7517  -3.1696  -1.4374  0.08
H  -4.1598  -3.6210  -1.5914  0.03
C  -4.3671  -6.2325  2.1400  -0.03
C  -4.4984  -4.6818  2.1761  -0.44
C  -4.0406  -4.0452  3.5038  -0.18
O  -4.1476  -2.6265  3.4000  -0.39
C  -3.9125  -1.9790  4.6246  -0.14
N  -3.7303  -4.1574  1.0891  -0.05
H  -4.8987  -6.5241  1.2342  0.08
H  -4.8653  -6.6329  3.0229  0.07
H  -3.3282  -6.5507  2.2258  0.08
H  -5.5415  -4.4075  2.0191  0.12
H  -3.1013  -4.4512  3.8795  0.14
H  -4.8078  -4.3293  4.2240  0.12
H  -2.8684  -2.0215  4.9348  0.08
H  -4.4891  -2.4904  5.3954  0.09
H  -4.2322  -0.9453  4.7561  0.09
H  -3.9566  -4.6921  0.2627  0.03
H  -2.7809  -4.4304  1.2994  0.05
C  -0.0861  6.2132  -3.1445  -0.06
C  -1.5184  5.9118  -2.6691  -0.39
C  -1.9276  4.4810  -2.2551  -0.17
O  -1.7617  3.5138  -3.2891  -0.20
C  -0.4665  3.0078  -3.4843  -0.12
N  -1.6940  6.7580  -1.4974  0.05
H  -0.1119  5.9161  -4.1929  0.07
H  0.6933  5.5620  -2.7488  0.04
H  0.2932  7.2329  -3.0777  0.09
H  -2.1075  6.3071  -3.4966  0.13
H  -2.9747  4.4572  -1.9533  0.13
H  -1.4084  4.1749  -1.3469  0.10
H  -0.4618  1.9198  -3.5502  0.07
H  0.2274  3.2960  -2.6946  0.07
H  0.0458  3.3053  -4.3992  0.09
H  -2.1757  6.2867  -0.7451  0.01
H  -0.7919  6.7303  -1.0439  0.03
C  -2.0381  -0.6345  -5.7593  -0.05
C  -1.0417  -1.7498  -6.0720  -0.41
C  0.3292  -1.6225  -5.4428  -0.18
O  1.0258  -0.4634  -5.9369  -0.18
C  2.1864  -0.0194  -5.3015  -0.12
N  -1.7462  -2.9738  -5.6688  0.05
H  -1.6192  0.2939  -6.1473  0.08
H  -2.1679  -0.5009  -4.6853  0.07
H  -3.0401  -0.7956  -6.1569  0.06
H  -0.9400  -1.8011  -7.1560  0.14
H  0.9930  -2.4731  -5.5975  0.12
H  0.2766  -1.6539  -4.3546  0.11
H  2.2490  -0.3326  -4.2594  0.06
H  2.1518  1.0673  -5.2241  0.08
H  3.1161  -0.3238  -5.7822  0.09
H  -1.0958  -3.7334  -5.8104  0.06
H  -1.9198  -3.0228  -4.6750  0.03
C  -2.2546  3.6421  4.7012  -0.06
C  -2.4161  2.9934  6.0564  -0.45
C  -1.1558  3.1171  6.9108  -0.23
O  0.0069  2.5307  6.3801  -0.19
C  -0.0380  1.0980  6.2677  -0.09
N  -3.4993  3.6400  6.7683  0.04
H  -3.1917  3.5058  4.1615  0.07
H  -1.4844  3.1947  4.0730  0.07
H  -2.0603  4.7143  4.7273  0.09
H  -2.6694  1.9332  6.0642  0.13
H  -1.3752  2.7194  7.9016  0.12
H  -0.8982  4.1728  6.9963  0.13
H  -0.6738  0.6567  7.0352  0.08
H  0.8990  0.5574  6.4015  0.09
H  -0.4953  0.8317  5.3147  0.06
H  -3.4752  3.3629  7.7393  0.07
H  -3.3500  4.6372  6.8255  0.07
C  6.5338  2.7063  1.9282  -0.06
C  5.3099  3.5794  2.0268  -0.45
C  4.4014  3.2046  3.2542  -0.15
O  3.2412  4.0368  3.2418  -0.22
C  2.3327  3.8057  4.2740  -0.12
N  5.6960  4.9610  2.0185  0.04
H  7.2844  2.9092  2.6921  0.07
H  6.9203  2.7001  0.9091  0.09
H  6.4145  1.6424  2.1334  0.04
H  4.7312  3.5209  1.1049  0.12
H  5.0691  3.4383  4.0835  0.13
H  4.0289  2.1822  3.1897  0.12
H  1.4771  4.4667  4.1359  0.09
H  2.8423  4.0339  5.2102  0.09
H  1.9588  2.7828  4.3170  0.07
H  4.9443  5.4772  2.4528  0.06
H  6.4084  5.0460  2.7294  0.07
C  -1.0925  -4.3528  -2.0810  -0.23
C  -2.0655  -5.5121  -2.1716  -0.17
O  -3.2623  -5.3777  -1.3819  -0.11
O  -1.6215  -3.0909  -2.4491  -0.07
H  -0.2183  -4.6096  -2.6793  0.10
H  -0.4931  -4.2852  -1.1731  0.11
H  -1.6396  -6.4513  -1.8187  0.11
H  -2.3111  -5.6277  -3.2273  0.12
H  -3.9792  -5.8000  -1.8607  0.10
H  -1.5626  -2.5225  -1.6777  0.03